Density functional theory data (the ωB97M-V functional and the def2-TZVPD basis) for a 3-piece molecular cluster, C7H17NO overall.

```
26
Properties=species:S:1:pos:R:3:nbo_charge:R:1
C 0.271 -0.191 -0.363 0.06
C -1.766 0.997 1.118 0.07
C -0.670 -0.844 0.417 -0.37
C 0.893 -2.338 -0.980 -0.22
C 1.520 0.356 0.278 -0.66
C -0.142 0.518 -1.626 -0.66
C -1.075 2.280 1.477 -0.68
N 2.136 -2.770 -0.456 -0.82
O -2.808 1.157 0.181 -0.73
H -2.483 1.695 -0.552 0.46
H -2.186 0.484 1.982 0.16
H 2.079 -3.091 0.503 0.36
H 2.878 -2.086 -0.544 0.36
H -1.550 -1.262 -0.060 0.21
H -0.340 -1.295 1.347 0.20
H 0.962 -2.074 -2.033 0.17
H 0.115 -3.082 -0.830 0.18
H -0.214 1.599 -1.466 0.21
H 2.369 0.268 -0.408 0.21
H 1.426 1.424 0.491 0.22
H 1.765 -0.168 1.203 0.21
H 0.606 0.370 -2.410 0.22
H -1.105 0.160 -1.993 0.22
H -1.776 3.041 1.863 0.21
H -0.584 2.742 0.611 0.19
H -0.321 2.110 2.249 0.22
```

Computed properties:
Multiplicity ... 1
Relative energy (zero: lowest compared OMol25 entry of this formula, charge and spin) ... 129.23 kcal/mol
HOMO level (spin up / spin down) ... -5.89 / -5.98 eV
Frontier orbital gap (spin up / spin down) ... 0.2446 / 0.2477 Eh


Density functional theory data (the ωB97M-V functional and the def2-TZVPD basis) for C11H7LaNO5 as an isolated structure.

```
25
Properties=species:S:1:pos:R:3:lowdin_charge:R:1
O 2.220 -2.213 -2.518 0.28
C 1.606 -1.601 -1.822 -0.05
La 0.332 -0.460 -0.098 1.64
O -0.735 2.106 -2.329 0.29
C -0.452 1.350 -1.556 -0.09
C -1.139 1.143 1.267 -0.04
O -1.765 1.761 1.996 0.25
C 1.723 1.224 0.499 -0.11
O 2.604 1.855 0.852 0.30
C -1.782 -1.130 -0.518 -0.11
O -2.732 -1.726 -0.707 0.30
N 0.789 -1.887 1.672 -0.11
C 0.296 -1.812 2.933 -0.37
C 0.770 -0.816 3.810 -0.02
C 0.323 -0.831 5.145 -0.01
C -0.586 -1.816 5.579 0.00
C -1.061 -2.785 4.680 -0.01
C -0.641 -2.795 3.340 0.01
H 1.781 -1.611 1.500 0.13
H 0.555 -2.684 1.058 0.13
H 1.471 -0.066 3.467 0.10
H 0.690 -0.093 5.830 0.12
H -0.916 -1.828 6.613 0.13
H -1.750 -3.540 5.010 0.13
H -0.983 -3.533 2.642 0.11
```

Computed properties:
Total charge ... +3
Multiplicity ... 1
HOMO level ... -18.32 eV
Frontier orbital gap ... 0.1357 Eh


Density functional theory data (the ωB97M-V functional and the def2-TZVPD basis) for a 2-piece molecular cluster, C6H14NO overall.

```
22
Properties=species:S:1:pos:R:3:nbo_charge:R:1
C 0.992 0.833 -0.657 -0.72
C 1.060 2.387 -0.700 0.08
C 1.442 3.053 -1.792 0.28
O 1.435 4.461 -1.834 -0.47
H -0.073 0.473 -0.764 0.28
H 1.503 0.380 -1.543 0.26
H 1.490 0.437 0.273 0.25
H 0.483 2.835 0.116 0.26
H 1.944 2.506 -2.585 0.23
H 1.073 4.687 -2.728 0.54
C -2.476 -1.665 1.183 -0.63
C -1.125 -2.056 1.807 -0.24
C 0.652 -2.081 0.090 0.12
N -0.020 -1.481 0.983 -0.39
H -2.599 -0.593 1.057 0.22
H -2.621 -2.104 0.190 0.23
H -3.283 -2.144 1.725 0.28
H -1.046 -1.602 2.811 0.25
H -0.971 -3.158 1.851 0.25
H 1.326 -1.518 -0.604 0.23
H 0.574 -3.172 -0.009 0.25
H 0.239 -0.479 1.129 0.43
```

Computed properties:
⟨S²⟩ ... 0.76
Total charge ... +2
Multiplicity ... 2
Relative energy (zero: lowest compared OMol25 entry of this formula, charge and spin) ... 22.97 kcal/mol
HOMO level (spin up / spin down) ... -19.47 / -19.47 eV
Frontier orbital gap (spin up / spin down) ... 0.4224 / 0.2700 Eh


Density functional theory data (the ωB97M-V functional and the def2-TZVPD basis) for a 17-piece molecular cluster, H34O17 overall.

```
51
Properties=species:S:1:pos:R:3:nbo_charge:R:1
O 0.171 1.644 3.770 -0.98
H -0.351 1.171 4.426 0.50
H 1.030 1.833 4.158 0.49
O 1.030 3.351 -3.667 -0.92
H 1.097 2.670 -3.037 0.45
H 1.845 3.096 -4.127 0.46
O 0.651 -4.019 -2.299 -0.93
H 1.207 -4.683 -2.730 0.46
H 0.197 -4.647 -1.717 0.47
O 4.764 -0.437 -2.373 -0.94
H 5.601 -0.849 -2.600 0.47
H 4.355 -1.009 -1.721 0.47
O -5.005 -0.693 0.786 -0.97
H -4.769 0.057 1.315 0.48
H -4.475 -0.740 -0.013 0.49
O -1.609 2.873 1.579 -0.96
H -1.654 2.418 2.409 0.48
H -1.383 2.201 0.939 0.49
O -1.095 -1.276 1.616 -0.98
H -0.704 -1.651 2.420 0.48
H -1.330 -2.112 1.167 0.51
O 1.136 -1.125 4.680 -0.99
H 1.507 -0.735 3.889 0.50
H 1.500 -1.977 4.904 0.48
O 2.093 -1.761 2.176 -0.98
H 1.525 -2.449 1.824 0.48
H 2.101 -0.998 1.583 0.50
O -1.178 -3.914 0.785 -1.00
H -2.166 -4.017 0.753 0.51
H -0.846 -4.679 1.256 0.47
O 0.595 4.252 0.979 -0.95
H 0.692 3.831 1.852 0.48
H -0.367 4.286 1.203 0.50
O 0.101 0.016 -3.289 -0.96
H 0.476 -0.853 -3.154 0.49
H 0.050 0.491 -2.459 0.47
O 2.662 4.713 -0.326 -0.97
H 1.831 4.832 0.224 0.49
H 2.185 4.308 -1.062 0.45
O 0.694 0.643 1.220 -1.02
H 0.208 -0.199 1.164 0.50
H 0.286 1.274 1.821 0.49
O -3.347 -0.674 -1.840 -0.97
H -2.763 -0.330 -2.522 0.50
H -4.262 -0.538 -2.046 0.47
O -3.575 -3.094 0.864 -1.00
H -3.556 -2.156 1.065 0.52
H -4.408 -3.533 0.722 0.50
O 1.998 0.068 -5.011 -0.94
H 1.402 0.819 -4.961 0.47
H 2.452 0.116 -4.170 0.47
```

Computed properties:
Multiplicity ... 1
Relative energy (zero: lowest compared OMol25 entry of this formula, charge and spin) ... 75.24 kcal/mol
HOMO level ... -9.73 eV
Frontier orbital gap ... 0.3510 Eh


Density functional theory data (the ωB97M-V functional and the def2-TZVPD basis) for the molecule C4H7N3O.

```
15
Properties=species:S:1:pos:R:3:nbo_charge:R:1
C -1.129 -0.166 -0.052 0.05
C -0.786 -1.518 -0.028 -0.01
C 1.072 -0.506 -0.211 0.36
C 0.122 0.477 -0.101 0.02
H -2.812 0.895 -0.561 0.37
H -2.934 -0.691 0.012 0.37
H -1.375 -2.431 0.227 0.19
H 2.969 -1.029 -0.274 0.40
H 2.704 0.459 0.723 0.39
H 1.453 1.887 0.205 0.38
H -0.260 2.509 0.154 0.39
N -2.439 0.221 0.091 -0.80
N 2.419 -0.247 0.032 -0.88
N 0.474 1.841 -0.137 -0.83
O 0.522 -1.699 -0.081 -0.40
```

Computed properties:
Multiplicity ... 1
Structure (SMILES) ... Nc1coc(N)c1N
Relative energy (zero: lowest compared OMol25 entry of this formula, charge and spin) ... 51.50 kcal/mol
HOMO level ... -6.87 eV
Frontier orbital gap ... 0.2869 Eh


Number 1: total energy -406.72439 Ha, F_max 0.07491 hartree/bohr. Number 2: total energy -884.60464 Ha, F_max 0.18977 hartree/bohr. Number 3: total energy -366.23468 Ha, F_max 0.11038 hartree/bohr. Number 4: total energy -1299.41005 Ha, F_max 0.06534 hartree/bohr. Number 5: total energy -396.06634 Ha, F_max 0.06282 hartree/bohr.